Record 1
Entry from the OMol25 dataset: C25H48BCrN10O2S2Si4 as an isolated structure in a non-equilibrium geometry (wB97M-V/def2-TZVPD).

```
93
Properties=species:S:1:pos:R:3
Cr 0.036 -0.999 0.480
C -1.211 -3.465 -2.710
C -0.642 -2.292 -2.223
N -0.672 -2.297 -0.889
N -1.241 -3.440 -0.505
C -1.580 -4.166 -1.580
B -1.367 -3.778 1.003
N -2.068 -2.623 1.717
C -3.036 -2.670 2.647
C -3.096 -1.436 3.257
C -2.104 -0.682 2.638
N -1.502 -1.406 1.703
N 0.073 -3.748 1.553
C 0.822 -4.640 2.222
C 2.062 -4.079 2.453
C 1.978 -2.808 1.894
N 0.772 -2.618 1.372
N -2.065 -5.097 1.130
C -1.552 -6.312 0.801
C -2.562 -7.236 0.882
C -3.684 -6.485 1.263
N -3.378 -5.214 1.394
H -1.337 -3.778 -3.725
H -0.223 -1.458 -2.754
H -2.045 -5.124 -1.483
H -3.605 -3.567 2.785
H -3.750 -1.130 4.046
H -1.788 0.321 2.849
H 0.438 -5.602 2.497
H 2.895 -4.515 2.966
H 2.726 -2.040 1.835
H -0.528 -6.424 0.509
H -2.503 -8.289 0.709
H -4.688 -6.823 1.427
C -1.945 3.595 -3.132
Si -0.501 2.372 -3.456
C 0.670 3.057 -4.803
C -1.291 0.779 -4.176
Si 0.793 2.165 -1.395
Si 2.907 0.985 -1.182
C 3.946 1.192 0.423
C 2.497 -0.886 -1.276
C 4.017 1.486 -2.654
Si 0.852 4.225 -0.107
C -0.716 4.810 0.830
C 1.210 5.430 -1.545
C 2.307 4.357 1.125
H -2.067 4.287 -3.960
H -1.785 4.187 -2.237
H -2.887 3.069 -3.011
H 0.125 3.245 -5.725
H 1.475 2.367 -5.040
H 1.124 3.994 -4.499
H -1.964 1.035 -4.992
H -1.882 0.252 -3.434
H -0.546 0.096 -4.575
H 4.054 0.250 0.957
H 3.497 1.895 1.116
H 4.945 1.551 0.193
H 1.710 -1.099 -0.533
H 3.347 -1.520 -1.035
H 2.136 -1.184 -2.255
H 4.258 2.542 -2.588
H 3.551 1.316 -3.618
H 4.954 0.940 -2.648
H -1.603 4.794 0.205
H -0.588 5.833 1.174
H -0.908 4.208 1.713
H 0.367 5.543 -2.218
H 2.049 5.085 -2.140
H 1.462 6.421 -1.181
H 2.214 3.651 1.944
H 2.352 5.352 1.561
H 3.257 4.178 0.633
C -3.071 2.098 0.837
N -1.734 1.679 0.486
C -1.457 0.592 -0.294
N -2.555 0.010 -0.909
O -0.301 0.536 -0.879
H -3.010 3.101 1.249
H -3.555 1.452 1.572
H -3.681 2.131 -0.064
H -0.981 1.981 1.093
H -3.331 -0.202 -0.300
H -2.319 -0.766 -1.515
C 3.047 1.409 5.002
O 2.453 1.456 3.717
C 1.650 0.464 3.355
S 1.313 -0.857 4.266
S 0.969 0.761 1.798
H 3.665 2.301 5.069
H 3.653 0.508 5.116
H 2.277 1.411 5.775
```

Properties
Total charge: +1
E_HOMO (spin up / spin down) in eV: -10.32 / -9.85
Relative energy (zero: lowest compared OMol25 entry of this formula, charge and spin) in kJ/mol: 114.6
Max |F| in eV/Å: 2.5
Spin multiplicity: 3
Expectation value of S²: 2.12

***

Record 2
Entry from the OMol25 dataset: a 3-piece molecular cluster, C25H48BrN3O7S overall in a non-equilibrium geometry (wB97M-V/def2-TZVPD).

```
85
Properties=species:S:1:pos:R:3
N -0.233 -2.070 0.338
C 0.872 -2.499 -0.109
C 2.103 -1.620 -0.066
C 1.690 -0.159 -0.137
O 1.078 -0.047 -1.468
S 2.073 0.486 -2.554
O 2.622 -0.576 -3.323
O 1.521 1.599 -3.229
O 3.256 0.943 -1.517
C 2.774 0.916 -0.210
Br 1.697 2.660 0.011
C 3.890 1.047 0.833
C 3.907 -0.003 1.953
C 4.800 -1.183 1.611
O 6.147 -0.781 1.873
H -0.952 -2.780 0.227
H 0.931 -3.498 -0.541
H 2.599 -1.868 0.868
H 2.760 -1.847 -0.902
H 0.959 0.161 0.590
H 4.830 0.957 0.291
H 3.849 2.028 1.277
H 4.353 0.462 2.830
H 2.916 -0.327 2.253
H 4.716 -1.426 0.550
H 4.556 -2.063 2.207
H 6.691 -1.557 1.775
C -0.882 -7.538 -3.318
C -1.859 -6.504 -2.696
C -3.219 -6.545 -3.401
C -3.233 -5.890 -4.780
C -2.662 -4.478 -4.705
C -1.265 -4.441 -4.090
N -1.270 -5.130 -2.759
O -1.767 -4.361 -1.849
C -0.257 -5.090 -5.054
C -0.811 -2.998 -3.904
C -2.063 -6.902 -1.239
H 0.094 -7.104 -3.524
H -0.702 -8.362 -2.630
H -1.265 -7.968 -4.244
H -3.956 -6.037 -2.772
H -3.538 -7.586 -3.476
H -2.675 -6.496 -5.499
H -4.260 -5.850 -5.149
H -2.621 -4.032 -5.701
H -3.335 -3.852 -4.111
H 0.737 -5.128 -4.606
H -0.191 -4.488 -5.960
H -0.531 -6.095 -5.364
H -1.519 -2.415 -3.319
H -0.715 -2.525 -4.881
H 0.161 -2.952 -3.409
H -1.133 -6.825 -0.674
H -2.400 -7.938 -1.205
H -2.817 -6.291 -0.747
C -0.710 6.148 5.576
C 0.107 5.983 4.266
C 0.309 7.336 3.576
C -0.930 7.871 2.862
C -1.496 6.816 1.916
C -1.788 5.492 2.620
N -0.572 5.017 3.348
O 0.268 4.475 2.531
C -2.983 5.667 3.573
C -2.204 4.439 1.601
C 1.474 5.435 4.657
H -1.514 5.419 5.649
H -0.079 5.984 6.448
H -1.144 7.144 5.675
H 1.114 7.238 2.840
H 0.654 8.057 4.320
H -1.686 8.186 3.587
H -0.662 8.764 2.296
H -2.414 7.179 1.448
H -0.780 6.644 1.106
H -3.169 4.748 4.131
H -3.876 5.891 2.991
H -2.860 6.480 4.285
H -1.466 4.317 0.811
H -3.143 4.742 1.137
H -2.355 3.471 2.079
H 1.388 4.439 5.093
H 1.916 6.100 5.400
H 2.154 5.383 3.810
```

Properties
Total charge: 0
E_HOMO (spin up / spin down) in eV: -8.24 / -9.23
Max |F| in eV/Å: 1.9
Spin multiplicity: 3
Expectation value of S²: 2.01

***

Record 3
Entry from the OMol25 dataset: C25H48BrNO2P2Zr as an isolated structure in a non-equilibrium geometry (wB97M-V/def2-TZVPD).

```
80
Properties=species:S:1:pos:R:3
Zr -0.061 -0.311 0.242
C 0.132 1.411 1.469
O 0.197 2.374 2.152
C -0.023 -0.507 -1.856
O -0.031 -0.681 -3.025
P -2.371 0.779 -0.434
C -2.391 2.375 -1.383
H -3.454 2.564 -1.584
C -3.392 -0.322 -1.511
H -2.704 -0.530 -2.352
C -3.322 1.277 1.091
H -2.691 2.086 1.513
C 3.408 -0.136 1.729
P 2.597 -0.121 0.049
H 4.229 1.271 -1.007
H 3.084 0.825 2.168
C 3.634 -1.222 -1.035
H 4.655 -0.888 -0.792
C -3.725 -1.663 -0.841
H -4.271 -2.288 -1.566
H -4.371 -1.534 0.041
H -2.830 -2.228 -0.542
C -4.665 0.313 -2.090
H -5.429 0.467 -1.318
H -5.075 -0.398 -2.821
H -4.477 1.258 -2.612
C -4.706 1.863 0.792
H -4.710 2.615 -0.007
H -5.056 2.356 1.710
H -5.435 1.079 0.558
C -3.417 0.172 2.152
H -3.955 0.588 3.014
H -2.447 -0.193 2.522
H -3.987 -0.692 1.788
C -1.871 3.505 -0.498
H -2.582 3.815 0.284
H -1.656 4.369 -1.144
H -0.958 3.199 0.039
C -1.666 2.248 -2.730
H -0.590 2.051 -2.616
H -1.768 3.206 -3.267
H -2.097 1.459 -3.370
C 4.932 -0.149 1.613
H 5.329 0.607 0.924
H 5.300 -1.138 1.314
H 5.345 0.058 2.610
C 2.896 -1.256 2.648
H 2.986 -2.250 2.192
C 2.291 1.858 -1.797
H 1.853 -1.121 2.972
H 3.517 -1.249 3.553
C 3.295 2.617 0.405
H 1.296 2.039 -1.382
H 2.617 2.788 -2.276
H 2.154 1.092 -2.566
C 3.214 1.502 -0.638
H 3.435 3.564 -0.127
H 4.126 2.469 1.104
H 2.358 2.694 0.967
C 3.413 -0.979 -2.542
H 2.356 -1.134 -2.815
H 4.014 -1.719 -3.095
H 3.738 0.019 -2.870
C 3.489 -2.702 -0.727
H 2.499 -3.068 -1.018
H 3.679 -2.959 0.316
H 4.209 -3.259 -1.339
H 0.652 3.739 -0.748
H 0.337 3.304 -1.322
Br 2.407 -5.021 2.032
C 0.661 -4.210 1.909
C -0.446 -4.743 2.565
C -1.662 -4.053 2.528
C -1.729 -2.853 1.821
N -0.641 -2.317 1.213
C 0.523 -3.035 1.180
H -0.321 -5.658 3.122
H -2.545 -4.392 3.070
H -2.652 -2.272 1.739
H 1.326 -2.625 0.552
```

Properties
Total charge: +4
E_HOMO in eV: -20.79
Relative energy (zero: lowest compared OMol25 entry of this formula, charge and spin) in kJ/mol: 97.8
Max |F| in eV/Å: 11.6

***

no.,E (eV)
1,-127979.39729
2,-126379.40966
3,-122143.25092